(a)
This record from the OMol25 dataset describes 2 unconnected molecules or ions with the total composition C7H11NO2. The level of theory is ωB97M-V with the def2-TZVPD basis set.

Frontier orbital gap, eV: 9.1

Geometry as ORCA input:
```
! RIJCOSX wB97M-V def2-TZVPD def2/J DEFGRID3
* xyz 0 1
O -2.61 -0.60 -0.18
O -1.53 -1.13 -1.97
N -1.69 -0.44 -0.97
C -0.71 0.55 -0.68
C 0.68 -1.95 -0.33
C 0.62 -0.80 0.29
C 0.03 1.10 -1.86
C 1.29 -0.16 1.36
C -1.13 1.49 0.41
C 1.62 -0.80 2.48
H 1.56 0.88 1.22
H -2.01 2.05 0.10
H -1.38 0.94 1.32
H 1.36 -1.84 2.63
H 0.06 2.19 -1.80
H -0.33 2.20 0.63
H 0.05 -2.19 -1.17
H 1.38 -2.72 -0.05
H -0.48 0.81 -2.78
H 1.05 0.74 -1.93
H 2.18 -0.32 3.27
*
```

(b)
This record from the OMol25 dataset describes C7H11NO2 in the gas phase. The level of theory is ωB97M-V with the def2-TZVPD basis set.

Frontier orbital gap, eV: 10.2

Geometry as ORCA input:
```
! RIJCOSX wB97M-V def2-TZVPD def2/J DEFGRID3
* xyz 0 1
O -1.50 -2.20 -0.58
O -0.99 2.17 0.34
N -2.02 0.11 -0.27
C 2.27 0.83 -0.23
C -3.45 0.40 -0.58
C 0.01 -0.34 0.26
C -1.25 -1.10 -0.27
C -1.09 0.98 0.21
C 1.08 -0.14 -0.79
C 0.64 -0.85 1.59
H 2.94 0.36 0.52
H 1.55 -1.07 -0.97
H 0.92 -0.01 2.15
H 0.69 0.49 -1.62
H -4.08 -0.18 -0.02
H -0.04 -1.43 2.13
H -3.62 -0.02 -1.65
H 2.78 1.21 -1.02
H 1.56 -1.51 1.51
H -3.65 1.38 -0.33
H 1.68 1.50 0.43
*
```

(c)
This record from the OMol25 dataset describes 2 unconnected molecules or ions with the total composition C7H11NO2. The level of theory is ωB97M-V with the def2-TZVPD basis set.

Frontier orbital gap (spin up / spin down), eV: 8.6 / 8.6

Geometry as ORCA input:
```
! RIJCOSX wB97M-V def2-TZVPD def2/J DEFGRID3
* xyz 0 1
O -0.24 -2.54 -1.09
O 0.42 -1.55 -2.93
N 2.43 -0.16 0.61
C 0.04 0.29 1.22
C -1.25 0.61 1.52
C 0.09 -3.06 0.24
C 1.26 0.19 0.87
C -2.38 -0.30 1.72
C -1.68 2.03 1.30
C 0.65 -2.07 -1.90
H -2.78 1.98 1.43
H 1.12 -2.86 0.50
H -1.42 2.28 0.28
H -2.44 -0.92 0.86
H -0.11 -4.15 -0.04
H -3.31 0.15 1.99
H 1.63 -2.26 -1.52
H -0.74 -2.81 0.92
H 3.03 0.46 0.21
H -2.28 -0.88 2.62
H -1.22 2.76 1.90
*
```

The winner here is (b), beating the second structure by 260.1 kJ/mol.

(a)
This record from the OMol25 dataset describes C2H2ClNO in the gas phase. The level of theory is ωB97M-V with the def2-TZVPD basis set.

Frontier orbital gap (spin up / spin down), eV: 7.9 / 8.2

Geometry as ORCA input:
```
! RIJCOSX wB97M-V def2-TZVPD def2/J DEFGRID3
* xyz 0 1
Cl 2.46 0.24 -0.27
O -2.29 -0.51 0.44
N -0.26 0.23 -0.40
C 0.79 0.37 0.37
C -1.29 -0.57 -0.19
H -0.18 0.50 -1.30
H 0.76 -0.25 1.35
*
```

(b)
This record from the OMol25 dataset describes C2H2ClNO in the gas phase. The level of theory is ωB97M-V with the def2-TZVPD basis set.

Frontier orbital gap, eV: 11.6

Geometry as ORCA input:
```
! RIJCOSX wB97M-V def2-TZVPD def2/J DEFGRID3
* xyz 0 1
Cl 1.60 -1.08 0.22
O -0.91 -0.43 -0.92
N 0.38 2.36 0.03
C 0.30 1.20 0.11
C 0.18 -0.17 0.42
H -0.63 -0.51 1.17
H -0.92 -1.37 -1.03
*
```

The winner here is (b), beating the second structure by 129.4 kJ/mol.

(a)
This record from the OMol25 dataset describes 2 unconnected molecules or ions with the total composition C12H16N2O. The level of theory is ωB97M-V with the def2-TZVPD basis set.

Frontier orbital gap, eV: 8.6

Geometry as ORCA input:
```
! RIJCOSX wB97M-V def2-TZVPD def2/J DEFGRID3
* xyz 0 1
O 0.30 2.54 2.26
N -2.49 -0.24 0.05
N 2.33 2.25 1.29
C 1.40 2.04 2.25
C -1.34 0.76 -1.60
C 2.81 -0.05 2.96
C -2.04 -1.26 -0.77
C -0.73 1.75 -2.52
C -1.20 -0.67 -1.75
C -2.08 0.97 -0.48
C 1.73 0.96 3.31
C -0.60 -2.81 -2.55
C -2.04 -2.65 -0.57
C -0.61 -1.44 -2.75
C -1.30 -3.38 -1.47
H -0.29 -3.49 -3.34
H 2.86 -0.73 3.80
H 3.82 0.37 2.96
H -2.66 -3.10 0.19
H 2.68 -0.46 1.99
H 3.12 1.63 1.24
H 2.03 2.76 0.47
H 0.74 0.49 3.42
H -2.06 1.92 0.03
H -0.90 2.80 -2.25
H 0.02 -0.99 -3.51
H 1.88 1.46 4.27
H 0.34 1.57 -2.65
H -1.19 1.73 -3.52
H -1.18 -4.45 -1.37
H -3.33 -0.29 0.59
*
```

(b)
This record from the OMol25 dataset describes 2 unconnected molecules or ions with the total composition C12H16N2O. The level of theory is ωB97M-V with the def2-TZVPD basis set.

Frontier orbital gap, eV: 8.5

Geometry as ORCA input:
```
! RIJCOSX wB97M-V def2-TZVPD def2/J DEFGRID3
* xyz 0 1
O -0.06 -1.55 1.50
N -1.06 2.79 -0.26
N 1.61 -3.10 1.10
C -2.01 0.77 0.53
C -0.98 -0.67 -1.51
C -1.72 2.11 0.89
C 0.25 0.76 -2.98
C 2.14 0.45 1.39
C 1.94 -0.78 0.41
C -0.66 1.73 -1.00
C 0.97 -1.87 0.96
C 0.28 1.74 -2.05
C -0.29 -0.50 -2.71
C -1.27 0.46 -0.65
C -2.61 -0.36 1.55
H 2.31 -3.49 0.49
H -2.71 -1.22 0.90
H 2.83 1.20 1.19
H 1.48 -0.27 -0.50
H 1.21 -3.54 1.89
H 1.07 2.53 -2.17
H -2.16 2.67 1.66
H 0.99 0.61 1.48
H 0.59 0.98 -4.01
H -1.46 -1.70 -1.40
H 2.87 -1.16 0.12
H -0.35 3.42 -0.01
H -0.21 -1.26 -3.53
H 2.38 -0.08 2.38
H -3.52 0.02 2.02
H -1.82 -0.67 2.34
*
```

(c)
This record from the OMol25 dataset describes 2 unconnected molecules or ions with the total composition C12H16N2O. The level of theory is ωB97M-V with the def2-TZVPD basis set.

Frontier orbital gap, eV: 8.9

Geometry as ORCA input:
```
! RIJCOSX wB97M-V def2-TZVPD def2/J DEFGRID3
* xyz 0 1
O -0.97 2.55 2.96
N 0.28 -2.27 0.57
N -0.66 0.37 2.65
C -0.01 3.26 0.25
C -1.09 -2.04 0.41
C -0.59 1.69 2.19
C -1.30 -1.15 -0.58
C -0.07 1.85 0.83
C -2.64 -0.60 -0.95
C 0.93 -1.52 -0.41
C 2.30 -1.54 -0.79
C 2.61 -0.77 -1.90
C 0.36 -0.13 -2.30
C 1.66 -0.12 -2.73
C -0.02 -0.84 -1.17
H 0.04 4.02 1.03
H 2.06 0.53 -3.49
H -0.73 3.42 -0.55
H -0.40 1.07 0.14
H -0.41 0.34 -2.91
H -0.31 -0.51 2.30
H -3.15 -1.23 -1.68
H 0.99 1.53 0.94
H -0.90 0.36 3.63
H -2.66 0.39 -1.40
H -3.24 -0.51 -0.04
H -1.73 -2.77 0.90
H 0.68 -2.92 1.20
H 3.68 -0.55 -1.92
H 2.95 -2.17 -0.19
H 0.96 3.37 -0.24
*
```

The winner here is (a), beating the second structure by 22.9 kJ/mol.